12
Properties=species:S:1:pos:R:3:forces:R:3:mulliken_charge:R:1 method="wB97M-V/def2-TZVPD" gap_ev=9.15 energy_ev=-12291.3942 smiles="Cc1non(O)c1=O"
C -1.662772 -0.749692 1.699464 -0.55 1.01 1.64 -0.872
C -0.552791 0.060260 1.018396 2.23 -2.40 3.40 0.464
C -0.479676 -0.084975 -0.372426 -3.13 2.94 -5.09 0.421
H -1.304774 -1.145225 2.786924 -0.49 0.16 -3.09 0.283
H -2.541400 0.003463 2.156513 1.82 -2.14 -2.15 0.242
H -1.882412 -1.509772 0.716572 -0.33 1.76 3.59 0.275
H 1.234320 -0.809920 -1.638103 0.48 1.98 -1.98 0.365
N 0.717640 0.209907 1.450299 -3.16 0.04 -1.19 -0.291
N 0.637619 0.749128 -0.782411 0.45 -2.54 -0.93 0.042
O 1.473228 0.469037 0.365747 2.00 1.11 -0.15 -0.094
O 1.246062 0.153452 -2.018835 -0.90 -1.53 4.32 -0.309
O -1.321929 -0.448157 -1.193127 1.58 -0.40 1.61 -0.527


15
Properties=species:S:1:pos:R:3:forces:R:3:mulliken_charge:R:1 method="wB97M-V/def2-TZVPD" gap_ev="8.72 / 8.23" energy_ev=-9300.1626
C 1.945300 0.134836 0.261862 0.01 0.06 0.00 -1.257
C 0.992337 -0.538318 -0.700239 0.42 0.14 -0.08 0.468
O 0.141117 -1.508541 -0.004569 -0.15 -0.03 -0.08 -0.442
C -0.961539 -0.783956 -0.429957 -1.53 -0.44 0.90 0.732
N -2.169413 -0.779704 0.053001 0.66 -0.90 -0.79 -0.627
C -0.252378 0.196251 -1.108854 0.59 0.06 -0.94 -0.692
N -1.323259 1.042306 0.997016 0.18 1.55 0.91 -0.567
H 1.369780 0.581742 1.076236 0.11 -0.06 -0.09 0.312
H 2.509913 0.918311 -0.255147 -0.08 -0.11 0.06 0.324
H 2.654143 -0.595437 0.664215 -0.11 0.09 -0.06 0.317
H 1.519195 -1.026949 -1.529834 -0.06 0.06 0.10 0.320
H -2.241854 -1.464908 0.807465 -0.03 -0.03 -0.13 0.271
H -0.485471 0.995727 -1.797730 0.02 -0.10 0.19 0.414
H -1.894169 1.341082 0.205437 0.01 -0.02 0.08 0.221
H -1.564369 1.755982 1.717495 -0.04 -0.27 -0.06 0.207


72
Properties=species:S:1:pos:R:3:forces:R:3:mulliken_charge:R:1 method="wB97M-V/def2-TZVPD" total_charge=-2 gap_ev=6.27 energy_ev=-260703.4927
In -0.505987 -0.566434 -0.863476 -0.19 -0.24 0.07 1.223
F 4.163097 2.084117 -5.970147 0.18 0.03 -0.15 -0.339
C 3.113916 1.935649 -5.148672 0.13 0.02 -0.08 0.462
C 3.066148 0.896788 -4.251498 0.07 -0.18 0.08 -0.215
F 4.076053 0.020858 -4.205275 0.06 -0.07 0.00 -0.300
C 1.975366 0.756765 -3.420051 0.10 -0.11 0.09 -0.537
F 1.988001 -0.273612 -2.584697 -0.25 -0.61 -0.07 0.159
C 0.894093 1.624061 -3.418678 -0.32 0.01 0.16 0.782
S -0.489434 1.529027 -2.352370 0.48 0.09 -0.08 -0.015
C 0.987469 2.659608 -4.342317 -0.09 0.13 -0.11 -0.015
F -0.001190 3.557551 -4.437808 -0.11 0.14 -0.02 -0.332
C 2.063015 2.819464 -5.190348 -0.19 0.17 0.00 0.262
F 2.091617 3.838273 -6.064255 -0.01 0.13 -0.10 -0.325
Br 1.013993 -2.545987 3.752384 0.03 0.01 0.02 -0.143
C 1.089038 -3.415230 2.074707 0.11 -0.03 0.08 -0.263
C 1.503539 -4.756122 2.011036 -0.01 0.18 -0.01 -0.440
C 1.648513 -5.384901 0.809178 -0.04 0.06 -0.17 0.097
Br 2.249686 -7.195323 0.784718 -0.01 0.03 -0.04 -0.299
C 1.368688 -4.698058 -0.403375 0.08 -0.11 0.01 0.680
C 1.494254 -5.229717 -1.705740 0.01 -0.05 0.10 -0.904
C 1.181004 -4.460735 -2.789708 -0.02 0.10 -0.10 -1.185
C 0.748814 -3.133517 -2.607032 0.16 -0.11 0.49 -0.212
N 0.653912 -2.605609 -1.402676 0.19 -0.41 -0.25 0.546
C 0.936703 -3.360787 -0.313239 0.01 0.32 -0.27 -0.221
C 0.782874 -2.656912 0.943492 0.05 0.18 0.06 0.612
O 0.440751 -1.427600 0.955756 0.26 -0.16 -0.08 -0.529
H 1.719117 -5.287119 2.929111 -0.01 0.05 0.00 0.432
H 1.831796 -6.250650 -1.830341 -0.03 -0.01 0.01 0.309
H 1.246588 -4.860376 -3.794040 0.01 0.02 0.05 0.388
H 0.455133 -2.514643 -3.438768 -0.04 0.10 -0.03 0.581
O -3.046397 -2.795076 -3.325445 0.08 0.20 0.34 -0.753
C -2.510454 -2.096436 -2.475364 0.78 0.23 -0.66 0.594
O -1.407542 -1.416280 -2.656290 -0.95 -0.37 -0.10 -0.532
C -3.089771 -1.973844 -1.039356 0.25 0.27 0.99 0.564
O -4.222823 -2.325292 -0.775326 0.18 -0.03 -0.18 -0.722
O -2.239488 -1.484403 -0.156046 -0.86 -0.37 -0.49 -0.811
S -1.272592 0.831090 4.153229 0.04 0.02 0.08 -0.525
P -1.681893 1.824043 2.507743 -0.02 -0.21 -0.13 0.723
S -0.719337 1.487141 0.771712 0.23 0.68 0.14 -0.312
C -1.471783 3.634332 2.814587 0.04 0.06 0.16 0.379
C -2.124117 4.156553 3.934597 0.01 0.09 -0.02 -0.636
C -2.003696 5.498181 4.266986 0.03 -0.06 -0.08 -0.595
C -1.217090 6.340617 3.485008 -0.01 -0.07 0.00 -0.356
C -0.564088 5.829102 2.373275 -0.02 -0.12 -0.02 -0.565
C -0.690139 4.480824 2.035136 -0.07 0.02 0.04 -0.292
C -3.467557 1.765047 2.126260 -0.17 0.05 -0.04 0.189
C -3.950945 2.438653 1.002423 -0.07 -0.03 0.04 -0.517
C -5.304408 2.411453 0.701035 0.07 -0.02 0.06 -0.649
C -6.184867 1.706362 1.516719 0.05 -0.02 0.05 -0.348
C -5.706362 1.036714 2.634094 0.07 0.05 -0.04 -0.539
C -4.347246 1.066841 2.939931 -0.16 0.04 -0.05 -0.110
H -2.718668 3.492608 4.553615 0.04 0.02 -0.02 0.315
H -2.515126 5.886676 5.141220 0.01 -0.02 -0.03 0.350
H -1.112769 7.388977 3.747237 -0.01 -0.06 -0.02 0.337
H 0.051730 6.476875 1.758591 -0.02 -0.03 0.02 0.380
H -0.182406 4.080660 1.164756 -0.03 -0.01 0.04 0.366
H -3.254476 2.966073 0.358463 -0.04 -0.05 0.02 0.340
H -5.672042 2.927287 -0.178804 0.02 -0.03 0.02 0.368
H -7.240777 1.668310 1.270286 0.05 0.00 0.01 0.348
H -6.389216 0.479772 3.265832 0.03 -0.01 -0.03 0.348
H -3.953070 0.546163 3.804631 -0.01 -0.01 -0.03 0.315
S 2.911633 0.985862 -0.137940 0.37 -0.18 0.04 -0.360
C 3.635143 -0.502800 -0.025422 0.07 0.17 -0.34 0.001
N 3.699612 -1.094308 1.221520 -0.22 -0.18 0.24 0.137
C 4.301856 -2.263560 1.480271 -0.13 -0.01 0.15 -0.120
C 4.896944 -2.947310 0.473224 0.10 -0.18 0.02 -0.777
C 4.778196 -2.367239 -0.805883 -0.24 0.46 -0.32 0.032
N 4.191325 -1.223839 -1.066644 0.13 -0.12 0.33 -0.348
H 3.161199 -0.624699 1.938272 -0.05 0.05 0.08 0.278
H 4.269493 -2.604192 2.504281 -0.09 -0.02 0.07 0.403
H 5.385242 -3.895407 0.640597 -0.03 0.03 -0.03 0.419
H 5.192205 -2.890359 -1.668884 -0.06 0.07 0.07 0.423


16
Properties=species:S:1:pos:R:3:forces:R:3:mulliken_charge:R:1 method="wB97M-V/def2-TZVPD" gap_ev=10.18 energy_ev=-10888.6487 smiles="N[C@H](C=O)CO.O"
O 1.448331 -1.224546 -1.803218 -0.04 -0.13 0.19 -0.464
C 1.762017 -1.025624 -0.656812 -0.30 0.06 -0.48 -0.161
C 0.762994 -0.704292 0.444158 0.49 0.25 0.14 0.370
C -0.622609 -1.132192 0.060174 -0.87 0.40 0.17 -0.718
O -1.516551 -0.659837 1.087302 0.30 -0.31 -0.21 -0.524
N 0.865910 0.753208 0.648504 -0.06 -0.32 -0.28 -0.676
H 2.828075 -1.003279 -0.394851 0.22 0.07 0.28 0.325
H 1.052049 -1.212013 1.369394 -0.02 -0.31 -0.06 0.321
H -0.933055 -0.716240 -0.903640 0.23 0.06 0.02 0.278
H -0.687029 -2.213128 -0.026068 0.18 -0.21 0.00 0.424
H -2.280155 -1.241543 1.089135 -0.11 0.12 0.05 0.301
H 1.533297 0.924092 1.386415 -0.07 0.25 0.06 0.259
H -0.035862 1.117652 0.933323 0.03 0.08 0.08 0.268
H -1.328435 3.548206 -1.198497 -0.03 0.05 0.10 0.317
H -1.256058 2.041778 -1.301787 -0.04 0.06 0.21 0.311
O -1.592918 2.747758 -0.733532 0.09 -0.13 -0.27 -0.630


Short version: energy above the lowest of the compared OMol25 structures with the same formula, charge and spin = 175.3, 143.7, 15.8, 44.6 kcal per mole, in the order given.